Record 1
Formula: C30H40N3
Source: the Open Molecules 2025 dataset
Level of theory: ωB97M-V/def2-TZVPD

The geometry in XYZ format:
```
73
Properties=species:S:1:pos:R:3:forces:R:3
C 0.2807 1.8072 3.3188 -0.28 0.01 0.19
N -1.0238 1.4405 2.7599 -2.92 3.87 7.10
C -1.8426 0.4994 3.6170 0.58 1.25 -0.52
C -3.2716 0.7569 3.1345 -0.13 -0.37 0.07
C -3.2993 2.1953 2.5934 -0.19 0.52 0.08
C -1.8539 2.6861 2.5906 0.58 -0.83 0.89
H 0.7485 2.5576 2.6685 -0.02 -0.20 0.20
H 0.0946 2.2304 4.3198 0.32 0.07 -0.25
H 0.9343 0.9409 3.4124 -0.08 0.36 0.00
H -1.4956 -0.5236 3.4395 -0.15 0.12 0.08
H -1.6882 0.7782 4.6648 -0.12 -0.22 0.02
H -3.5480 0.0436 2.3482 0.10 0.12 0.18
H -3.9740 0.6311 3.9605 0.00 -0.07 -0.16
H -3.7490 2.2514 1.5988 -0.03 -0.08 0.19
H -3.8772 2.8475 3.2546 -0.05 -0.12 -0.21
H -1.6595 3.3253 3.4607 -0.09 0.13 -0.19
H -1.5128 3.2177 1.6952 -0.09 -0.08 0.12
C -3.5400 3.5292 -3.5315 0.19 0.12 0.01
C -3.6224 2.3329 -4.4606 -0.37 0.20 0.13
N -2.5184 1.4196 -4.2525 0.14 0.01 0.29
C -2.2862 0.5103 -5.3558 -0.03 -0.33 -0.12
C -0.9215 -0.1428 -5.2628 0.12 0.10 -0.02
C -0.7297 -0.8126 -3.9079 -0.05 -0.70 -0.36
C -1.1901 0.0414 -2.7726 -0.14 0.03 0.61
C -2.0617 1.1454 -3.0003 0.16 0.08 0.17
C -2.4611 1.9468 -1.8873 0.26 -0.38 0.20
C -1.9577 1.6651 -0.6360 0.38 -0.27 -0.08
C -1.0007 0.6222 -0.3860 -0.06 -0.20 -1.00
C -0.3953 0.4683 0.8831 -0.01 -3.73 -5.16
C 0.7445 -0.3417 1.0626 1.22 -0.30 -0.36
C 1.0894 -1.0186 2.2853 0.24 0.15 -0.30
C 2.2518 -1.7553 2.4432 -0.56 0.24 -0.32
C 3.0537 -2.0544 1.3026 -0.07 0.18 -0.28
N 4.1330 -2.8809 1.4000 -0.37 0.18 0.02
C 4.7215 -3.1986 2.6818 0.11 0.10 0.46
C 3.6665 -3.3992 3.7524 -0.21 -0.22 0.00
C 2.6764 -2.2366 3.7980 0.08 -0.09 0.58
C 5.0211 -3.1083 0.2794 0.25 0.14 -0.27
C 4.2738 -3.0893 -1.0379 -0.12 -0.05 0.00
C 3.4827 -1.7936 -1.1780 0.49 0.27 -0.56
C 2.7113 -1.4553 0.0559 -0.37 0.24 0.40
C 1.6815 -0.5359 -0.0082 -0.08 -0.51 0.36
C -0.7693 -0.2597 -1.4932 0.11 0.85 -0.30
C -3.4198 3.0854 -2.0765 -0.51 0.32 0.12
H -2.6656 4.1349 -3.7945 -0.10 -0.08 -0.06
H -4.4295 4.1503 -3.6643 0.14 -0.02 0.00
H -4.5840 1.8106 -4.3041 0.19 0.05 -0.09
H -3.5824 2.6506 -5.5077 -0.09 0.00 0.19
H -3.0721 -0.2660 -5.3700 0.11 0.15 -0.05
H -2.3816 1.0994 -6.2752 0.05 -0.22 0.10
H -0.8235 -0.8766 -6.0642 0.06 0.07 0.01
H -0.1464 0.6167 -5.4079 -0.09 -0.03 -0.02
H -1.2720 -1.7705 -3.8854 0.09 0.16 -0.06
H 0.3312 -1.0575 -3.7694 -0.20 0.01 -0.02
H -2.2866 2.2909 0.1938 0.24 -0.12 -0.37
H -1.0438 0.8790 1.7299 1.29 -0.65 -1.19
H 0.4149 -0.9431 3.1431 0.36 -0.09 -0.31
H 5.3143 -4.1102 2.5479 -0.10 0.16 0.12
H 5.4177 -2.3973 2.9903 -0.10 -0.14 -0.12
H 3.1204 -4.3280 3.5549 0.11 0.06 -0.02
H 4.1629 -3.5055 4.7203 -0.10 -0.05 -0.09
H 3.1393 -1.4059 4.3571 -0.15 -0.11 -0.23
H 1.7942 -2.5370 4.3748 0.11 0.09 -0.03
H 5.8127 -2.3385 0.2718 -0.08 -0.15 0.00
H 5.5069 -4.0771 0.4461 -0.07 0.19 -0.12
H 4.9896 -3.1887 -1.8553 -0.07 -0.03 0.01
H 3.5933 -3.9460 -1.0848 0.07 0.05 0.04
H 4.1704 -0.9669 -1.4130 -0.07 -0.17 -0.01
H 2.7933 -1.8741 -2.0279 0.13 0.05 0.13
H 1.5740 0.0392 -0.9315 -0.03 -0.20 0.33
H -0.2273 -1.1936 -1.3389 -0.05 0.32 -0.02
H -3.1002 3.9408 -1.4687 -0.07 -0.17 -0.04
H -4.4161 2.8006 -1.7015 0.22 -0.01 -0.08
```
Forces are in eV/Å.

E_HOMO (eV): -9.307
Energy above the lowest of the compared OMol25 structures with the same formula, charge and spin (kcal per mole): 76.4
Charge: +1
M (g/mol): 442.7

Löwdin atomic charge list, values in e, 8 entries: -0.032, -0.259, -0.110, -0.139, -0.150, -0.143, 0.113, 0.103

Record 2
Formula: C30H41CdN8O4S
Source: the Open Molecules 2025 dataset
Level of theory: ωB97M-V/def2-TZVPD

The geometry in XYZ format:
```
85
Properties=species:S:1:pos:R:3:forces:R:3
Cd -0.1769 -0.2677 0.4168 -0.54 -0.36 -1.49
C 1.0924 -3.3684 0.6808 0.12 -0.05 0.03
C 1.4079 -3.6669 -0.6354 0.08 -0.02 0.08
C 0.4071 -3.7362 -1.5926 -0.08 0.02 -0.01
C -0.9085 -3.4967 -1.2357 -0.04 -0.09 -0.01
C -1.2302 -3.1916 0.0792 0.04 -0.24 0.11
C -0.2285 -3.1300 1.0415 -0.19 -0.24 -0.02
H 1.8574 -3.3447 1.4429 0.08 0.05 0.05
H 2.4293 -3.8834 -0.9134 0.12 -0.01 0.01
H 0.6531 -4.0095 -2.6090 0.01 0.00 -0.10
H -1.6900 -3.5648 -1.9774 -0.09 0.01 -0.07
H -2.2634 -3.0423 0.3644 -0.01 0.07 -0.01
H -0.4766 -2.9767 2.0826 0.02 0.14 0.06
C 2.8577 3.0854 7.8585 -0.06 0.00 0.04
C 2.5786 2.1725 6.7047 0.03 -0.03 -0.05
C 2.2005 2.6851 5.4675 0.01 -0.08 -0.09
C 1.9114 1.8412 4.4087 -0.04 0.12 -0.07
C 1.9985 0.4749 4.5922 -0.27 -0.33 -0.48
C 2.3847 -0.0580 5.8070 -0.04 -0.21 0.04
C 2.6732 0.7918 6.8593 0.00 0.10 -0.13
S 1.6299 -0.6157 3.2244 -0.06 -0.03 -0.60
O 1.3654 -1.9401 3.7268 0.01 0.12 0.41
O 2.7002 -0.5048 2.2537 0.05 0.23 0.25
N 0.3251 -0.0288 2.4445 1.83 0.13 1.23
C -0.9190 -0.1982 2.9185 -1.29 -0.08 1.30
C -1.2587 -0.3877 4.2702 -0.06 -0.01 -0.19
C -2.5853 -0.5112 4.6021 0.00 0.02 -0.19
C -3.5592 -0.4129 3.6052 -0.03 0.00 -0.05
C -3.1463 -0.2474 2.3013 -0.28 -0.06 0.10
N -1.8635 -0.1697 1.9541 0.18 0.10 0.54
H 3.0599 4.0993 7.5209 0.02 0.04 0.02
H 3.7064 2.7295 8.4384 0.05 0.02 0.05
H 1.9911 3.1146 8.5204 0.01 0.05 0.07
H 2.1365 3.7551 5.3299 -0.02 0.08 0.00
H 1.6131 2.2264 3.4450 -0.04 0.13 -0.06
H 2.4464 -1.1293 5.9095 0.01 -0.15 0.10
H 2.9801 0.3845 7.8103 0.03 -0.08 0.12
H -0.4700 -0.4465 5.0027 -0.07 -0.02 0.15
H -2.8723 -0.6905 5.6274 -0.03 0.05 0.10
H -4.6082 -0.4750 3.8444 -0.09 -0.03 -0.02
H -3.8577 -0.1893 1.4852 -0.03 -0.02 0.03
N 1.8935 -0.2983 -0.3510 0.94 0.13 -0.05
C 2.0012 0.3237 -1.6659 -0.36 0.34 -0.07
C 3.3260 1.1084 -1.8442 0.03 -0.19 -0.19
C 4.1849 0.6586 -3.0308 -0.13 0.27 -0.07
C 3.6543 1.1516 -4.3840 0.43 -0.29 0.22
N 2.2937 0.7313 -4.6305 -0.36 0.17 0.09
C 1.8829 -0.4522 -5.0241 0.01 0.11 -0.18
N 2.7121 -1.4011 -5.4882 0.09 0.06 0.02
N 0.5673 -0.6914 -4.9567 -0.17 -0.05 0.02
C 0.7518 1.2548 -1.8540 0.66 -0.54 -0.18
O 0.4470 1.5620 -3.0293 -0.15 0.34 -0.42
O 0.1400 1.6021 -0.8350 -0.14 0.51 0.32
H 2.1918 0.3549 0.3821 0.14 -0.25 -0.24
H 2.5230 -1.0918 -0.2524 -0.21 0.04 0.02
H 1.9300 -0.4784 -2.4111 -0.02 0.09 0.18
H 3.9166 0.9663 -0.9355 -0.07 0.08 -0.03
H 3.1232 2.1780 -1.9330 0.02 0.06 0.06
H 4.2760 -0.4308 -3.0245 0.04 -0.04 -0.03
H 5.1857 1.0741 -2.9114 0.09 -0.07 -0.01
H 4.3119 0.8279 -5.1958 -0.01 0.13 -0.01
H 3.6401 2.2436 -4.3764 0.06 -0.09 -0.15
H 1.5588 1.2440 -4.0479 0.06 -0.15 -0.19
H 3.6760 -1.1714 -5.6525 0.02 -0.03 -0.01
H 2.3601 -2.2408 -5.9144 -0.03 0.07 0.01
H -0.0008 -0.0070 -4.4717 0.01 -0.05 0.07
H 0.1636 -1.5751 -5.2067 0.10 -0.03 0.02
N -1.5383 -0.5733 -1.3727 -0.40 0.01 -0.20
C -2.2909 0.0328 -2.0113 0.71 -0.63 0.29
N -3.0811 0.7153 -2.7653 -0.32 0.53 -0.51
C -3.7928 0.1172 -3.8826 -0.42 -0.46 -0.32
C -5.2540 -0.1457 -3.5108 0.08 0.17 -0.14
C -5.9120 1.1264 -2.9789 0.05 -0.21 0.21
C -5.1032 1.6936 -1.8135 0.05 0.15 -0.28
C -3.6650 1.9519 -2.2617 -0.30 0.41 0.46
H -3.2939 -0.8090 -4.1777 0.02 0.12 0.03
H -3.7419 0.8221 -4.7191 0.05 -0.05 0.04
H -5.2953 -0.9262 -2.7492 0.01 -0.08 0.03
H -5.7897 -0.5085 -4.3880 0.02 -0.07 -0.03
H -6.9305 0.9056 -2.6584 -0.02 0.05 -0.05
H -5.9703 1.8703 -3.7756 -0.04 0.06 -0.06
H -5.1022 0.9837 -0.9834 0.01 0.00 0.08
H -5.5490 2.6232 -1.4623 0.02 0.04 0.08
H -3.0428 2.3245 -1.4458 0.01 0.01 -0.15
H -3.6517 2.6792 -3.0805 0.09 -0.02 0.11
```
Forces are in eV/Å.

E_HOMO (eV): -10.381
Energy above the lowest of the compared OMol25 structures with the same formula, charge and spin (kcal per mole): 15.6
Charge: +1
M (g/mol): 722.2

Löwdin atomic charge list, values in e, 8 entries: 1.400, -0.104, -0.103, -0.100, -0.128, -0.138, -0.134, 0.104

Question: Which value of M does entry 2 give?
Answer: 722.2 g/mol